1.
Here is an isolated ion of composition C2H7N2O and charge +1 from OMol25. Energies are from the ωB97M-V functional and the def2-TZVPD basis.

Positions of all 12 atoms, in Å:
N (-1.20162, 1.05640, -0.52236)
C (-0.59675, -0.02398, -0.03463)
N (-1.18015, -1.02949, 0.55683)
C (1.12679, 0.19627, -0.17092)
O (2.47669, -0.54071, -0.01525)
H (-2.11171, 1.05076, -0.86512)
H (-0.54192, 1.48037, -1.04859)
H (-2.14326, -1.14292, 0.72028)
H (-0.68911, -1.77058, 1.05096)
H (1.17817, 0.54134, -1.17811)
H (1.14652, 1.09416, 0.53828)
H (2.53634, -0.91163, 0.96863)

## Properties
F_max in hartree/bohr: 0.09842
Orbital gap in eV: 11.57
SMILES: NC(=[NH2+])CO
Charge: +1
HOMO in eV: -15.4564
E in Eh: -264.83776
Energy above the lowest of the compared OMol25 structures with the same formula, charge and spin in kcal per mole: 58.63

---

2.
Here is C23H38Ag3N2O17Zn2 as an isolated structure from OMol25. Energies are from the ωB97M-V functional and the def2-TZVPD basis.

Positions of all 85 atoms, in Å:
Zn (-19.35830, 19.27798, 22.78713)
Zn (-16.73274, 15.75370, 19.10940)
Ag (-20.71861, 18.89289, 17.04042)
Ag (-24.07117, 18.64427, 20.99850)
Ag (-15.73256, 16.72765, 24.05599)
C (-20.24594, 18.34418, 26.22147)
O (-20.40027, 19.28076, 26.94985)
O (-19.14356, 18.36609, 25.67931)
O (-21.08460, 18.31647, 25.21342)
C (-15.13369, 20.61579, 22.30131)
O (-14.39474, 21.01778, 21.39841)
O (-14.74015, 20.24402, 23.48524)
O (-16.31329, 20.39612, 21.93314)
C (-15.68916, 18.02648, 16.71065)
O (-15.62001, 16.78698, 16.57165)
O (-14.85199, 18.87845, 16.88722)
O (-16.53531, 18.33332, 17.49379)
C (-20.25901, 23.19512, 22.91496)
O (-19.74456, 22.96533, 23.95845)
O (-20.08723, 24.12901, 22.18005)
O (-20.79534, 22.23819, 22.35089)
C (-19.94832, 16.27113, 20.58038)
O (-20.43462, 17.39989, 20.41755)
O (-19.02146, 16.35150, 21.38207)
O (-19.62162, 15.68773, 19.49802)
C (-21.20065, 17.21834, 10.55805)
C (-21.46318, 17.90743, 11.93261)
C (-22.63713, 18.93859, 11.77246)
C (-24.09372, 18.33605, 11.87104)
C (-24.13335, 17.39951, 12.98784)
C (-23.01177, 16.40967, 13.27254)
N (-21.75100, 17.13214, 13.22010)
O (-20.66667, 16.25575, 13.57995)
C (-23.21639, 15.99529, 14.76281)
C (-23.10070, 15.26106, 12.26069)
C (-20.29793, 18.82385, 12.38267)
H (-20.29618, 16.64672, 10.34998)
H (-21.16690, 18.01847, 9.81862)
H (-21.98871, 16.55953, 10.19330)
H (-22.53710, 19.72499, 12.52058)
H (-22.64731, 19.26972, 10.73403)
H (-24.31911, 17.80478, 10.94634)
H (-24.72591, 19.22189, 11.93198)
H (-24.99224, 16.78120, 12.72687)
H (-24.41439, 18.00318, 13.85079)
H (-22.39563, 15.34156, 15.05790)
H (-23.46730, 16.85931, 15.37811)
H (-24.04086, 15.29827, 14.91292)
H (-23.84571, 14.49710, 12.48297)
H (-23.30503, 15.65157, 11.26376)
H (-22.17638, 14.68519, 12.21492)
H (-19.76894, 19.34189, 11.58271)
H (-19.42923, 18.22243, 12.65053)
H (-20.45099, 19.64109, 13.08749)
H (-20.02587, 16.81876, 14.02040)
C (-19.11621, 9.63263, 16.28500)
C (-18.49663, 8.77400, 17.36112)
C (-19.05089, 7.37407, 17.29304)
C (-18.30196, 6.38948, 18.14760)
C (-16.86361, 6.41863, 17.79559)
C (-16.12736, 7.83208, 17.90881)
N (-17.03509, 8.79589, 17.19911)
O (-16.54704, 10.12079, 17.20700)
C (-16.05002, 8.31386, 19.38807)
C (-14.75937, 7.67657, 17.22580)
C (-19.09773, 9.48478, 18.66564)
H (-18.70299, 9.26697, 15.34498)
H (-18.88689, 10.68684, 16.44040)
H (-20.18266, 9.42359, 16.36920)
H (-20.12956, 7.39888, 17.44785)
H (-18.73091, 7.10307, 16.28692)
H (-18.65913, 5.42211, 17.79442)
H (-18.42428, 6.52229, 19.22254)
H (-16.55927, 5.93522, 16.86726)
H (-16.56163, 5.71049, 18.56724)
H (-15.38400, 7.73038, 20.02373)
H (-15.56738, 9.28905, 19.45256)
H (-17.01170, 8.41719, 19.89062)
H (-14.05671, 8.41622, 17.60959)
H (-14.33674, 6.69263, 17.42916)
H (-14.91466, 7.92959, 16.17701)
H (-19.00080, 8.80214, 19.50986)
H (-20.09753, 9.85059, 18.43181)
H (-18.51104, 10.38708, 18.83803)
H (-16.77191, 10.28881, 18.12504)

## Properties
F_max in hartree/bohr: 0.19071
Orbital gap in eV: 2.16
Charge: -3
HOMO in eV: 0.8851
E in Eh: -6286.10703

---

3.
Here is one molecule with the formula C4H9NO2 from OMol25. Energies are from the ωB97M-V functional and the def2-TZVPD basis.

Positions of all 16 atoms, in Å:
C (-2.09756, -0.11224, -0.41120)
C (-0.59236, 0.05670, -0.56486)
O (-0.20603, 1.41526, -0.37041)
C (0.17896, -0.74551, 0.47679)
C (1.67106, -0.56373, 0.25615)
N (2.24724, 0.40784, 1.02825)
O (2.29448, -1.23864, -0.54338)
H (-2.40526, 0.22222, 0.58650)
H (-2.38930, -1.16080, -0.54133)
H (-2.63710, 0.48417, -1.15606)
H (-0.26676, -0.28613, -1.55975)
H (-0.45876, 1.91592, -1.15526)
H (-0.12164, -0.41991, 1.48063)
H (-0.05041, -1.80875, 0.36745)
H (3.18445, 0.67609, 0.76552)
H (1.64900, 1.15753, 1.34095)

## Properties
F_max in hartree/bohr: 0.00686
Orbital gap in eV: 10.39
SMILES: C[C@@H](O)CC(N)=O
HOMO in eV: -9.6343
E in Eh: -363.07156
Energy above the lowest of the compared OMol25 structures with the same formula, charge and spin in kcal per mole: 8.77

---

4.
Here is a 12-piece molecular cluster, C48H84N12 overall from OMol25. Energies are from the ωB97M-V functional and the def2-TZVPD basis.

Positions of all 144 atoms, in Å:
C (4.42414, 1.51052, 2.65953)
C (3.54779, 1.20268, 3.93823)
C (2.40628, 2.27712, 3.99586)
C (2.75906, 3.72840, 4.17712)
N (3.01516, 4.88699, 4.23024)
H (5.16101, 2.30760, 2.75842)
H (3.91664, 1.58593, 1.69784)
H (5.12493, 0.67632, 2.62645)
H (4.12671, 1.13886, 4.85957)
H (3.26293, 0.15160, 3.89149)
H (1.70628, 1.95783, 4.76797)
H (1.84989, 2.24553, 3.05910)
C (4.21136, -4.80456, 3.71500)
C (3.44408, -3.54884, 4.25914)
C (3.64534, -3.08244, 5.74164)
C (3.68922, -4.13551, 6.72921)
N (3.76118, -4.98648, 7.48609)
H (5.28618, -4.62517, 3.68869)
H (3.94152, -4.91657, 2.66489)
H (3.96010, -5.70041, 4.28282)
H (2.38814, -3.81681, 4.22341)
H (3.61152, -2.73429, 3.55447)
H (2.84132, -2.40640, 6.03253)
H (4.66009, -2.68583, 5.77442)
C (0.20742, -4.10795, -5.36057)
C (-1.18535, -3.74394, -4.97219)
C (-2.03202, -4.94692, -4.55555)
C (-1.52246, -5.68054, -3.40678)
N (-1.05200, -6.32047, -2.55174)
H (0.23723, -4.83823, -6.16921)
H (0.66037, -4.47338, -4.43894)
H (0.88476, -3.30660, -5.65580)
H (-1.82245, -3.29407, -5.73365)
H (-1.17223, -3.01342, -4.16332)
H (-1.96808, -5.67689, -5.36250)
H (-3.08817, -4.72246, -4.40632)
C (0.08299, 7.31029, -1.31705)
C (0.10065, 5.85910, -0.81719)
C (0.95811, 5.67873, 0.50416)
C (0.44605, 6.37855, 1.62282)
N (0.03694, 6.89828, 2.53241)
H (0.00525, 8.01440, -0.48862)
H (-0.65302, 7.36360, -2.11926)
H (1.08519, 7.39204, -1.73777)
H (0.60139, 5.21435, -1.53945)
H (-0.90282, 5.43509, -0.78021)
H (1.98900, 5.97519, 0.31061)
H (1.00904, 4.63162, 0.80262)
C (1.77588, -2.63125, -2.59670)
C (2.03250, -3.92086, -1.82078)
C (3.48317, -3.96963, -1.25641)
C (3.70954, -2.83000, -0.31848)
N (3.95918, -1.94906, 0.41003)
H (2.20327, -2.63816, -3.59939)
H (2.26480, -1.77906, -2.12465)
H (0.74264, -2.38214, -2.83849)
H (1.82389, -4.74143, -2.50724)
H (1.26639, -3.83552, -1.05014)
H (4.29971, -3.89509, -1.97461)
H (3.69185, -4.90448, -0.73621)
C (-3.86385, 2.79072, 3.15059)
C (-2.54837, 3.71857, 3.03739)
C (-1.45031, 3.53309, 4.18363)
C (-0.87718, 2.17132, 4.22252)
N (-0.35542, 1.10755, 4.25695)
H (-4.45047, 3.03173, 4.03710)
H (-3.62064, 1.72968, 3.09459)
H (-4.52511, 3.20635, 2.39027)
H (-2.83307, 4.76587, 3.13849)
H (-2.23708, 3.55463, 2.00573)
H (-2.01039, 3.69162, 5.10520)
H (-0.61266, 4.21900, 4.05724)
C (-5.32126, 2.35548, -0.55251)
C (-4.59654, 2.27240, -1.86316)
C (-5.44715, 2.52548, -3.06746)
C (-5.74616, 3.90615, -3.36478)
N (-6.04219, 5.01105, -3.61878)
H (-5.58762, 3.40012, -0.39166)
H (-4.59117, 2.19825, 0.24142)
H (-6.16288, 1.67571, -0.41947)
H (-4.21193, 1.25254, -1.87013)
H (-3.68543, 2.86733, -1.79965)
H (-6.40636, 2.00802, -3.05104)
H (-4.96977, 2.14649, -3.97110)
C (3.63994, 2.94624, -1.22675)
C (4.89945, 2.01171, -1.32022)
C (4.56043, 0.64294, -1.98014)
C (4.37331, 0.73831, -3.45459)
N (4.25815, 0.92529, -4.61505)
H (3.06779, 2.61042, -0.36190)
H (2.93592, 3.02172, -2.05546)
H (3.97370, 3.97773, -1.11389)
H (5.18296, 1.83204, -0.28318)
H (5.73764, 2.48213, -1.83425)
H (3.70017, 0.12970, -1.55044)
H (5.38912, -0.03667, -1.78140)
C (0.80708, 0.92140, -9.11601)
C (0.61173, 1.38158, -7.58358)
C (1.50819, 0.54157, -6.64878)
C (0.80272, -0.13343, -5.57175)
N (0.22282, -0.60689, -4.77070)
H (1.78600, 1.15841, -9.53273)
H (0.05772, 1.39721, -9.74859)
H (0.49359, -0.11904, -9.20153)
H (-0.37673, 1.42587, -7.12633)
H (1.12111, 2.33858, -7.47053)
H (2.06033, 1.28893, -6.07897)
H (2.18355, -0.11011, -7.20313)
C (-3.69077, -1.10252, 4.12538)
C (-3.28409, -0.75752, 5.52173)
C (-2.10564, -1.63772, 6.06616)
C (-2.15099, -3.02327, 5.67400)
N (-2.18803, -4.17118, 5.38610)
H (-4.27465, -2.02259, 4.15083)
H (-2.96809, -1.12909, 3.30983)
H (-4.42462, -0.36335, 3.80414)
H (-4.08858, -0.96052, 6.22861)
H (-2.95018, 0.27930, 5.56171)
H (-2.03553, -1.62104, 7.15377)
H (-1.17128, -1.37426, 5.57053)
C (0.67011, -0.83065, 1.78246)
C (-0.32733, -1.09494, 0.61625)
C (-0.20945, -0.12041, -0.63245)
C (-0.25798, 1.28729, -0.34211)
N (-0.21178, 2.42671, -0.16679)
H (0.47800, -1.42806, 2.67369)
H (0.66252, 0.21081, 2.10399)
H (1.66629, -1.12382, 1.45114)
H (-1.35522, -1.07087, 0.97812)
H (-0.31363, -2.15045, 0.34455)
H (-0.98595, -0.36723, -1.35648)
H (0.72011, -0.34197, -1.15678)
C (-4.80061, -2.19556, 0.94846)
C (-3.86527, -3.31887, 1.05037)
C (-3.46515, -3.93653, -0.35094)
C (-3.01463, -2.90343, -1.33614)
N (-2.71323, -2.09134, -2.09292)
H (-4.82070, -1.57583, 1.84492)
H (-5.81266, -2.54804, 0.74945)
H (-4.49213, -1.60069, 0.08876)
H (-4.09351, -4.09608, 1.77972)
H (-2.94680, -2.90796, 1.46950)
H (-4.34159, -4.46519, -0.72574)
H (-2.58084, -4.55399, -0.19335)

## Properties
F_max in hartree/bohr: 0.15299
Orbital gap in eV: 11.39
SMILES: CCCC#N.CCCC#N.CCCC#N.CCCC#N.CCCC#N.CCCC#N.CCCC#N.CCCC#N.CCCC#N.CCCC#N.CCCC#N.CCCC#N
HOMO in eV: -11.0754
E in Eh: -2536.22910
Energy above the lowest of the compared OMol25 structures with the same formula, charge and spin in kcal per mole: 97.53